Record 1
A molecular structure, C28H32AlF4N5O3PS4SbSi2Te, computed with ωB97M-V/def2-TZVPD.

Atoms and positions in Å:
1 Al 0.2695 0.3938 0.0295
2 C -3.2746 3.5622 1.3079
3 Si -2.0019 2.6747 0.2249
4 C -3.0190 1.4036 -0.6758
5 C -1.1628 3.9421 -0.8643
6 C -0.6630 1.8119 1.2529
7 C -1.3209 0.6716 1.9542
8 C -2.0002 0.6517 3.1808
9 C -2.4949 -0.5439 3.6597
10 C -2.3404 -1.7114 2.9162
11 C -1.6784 -1.6318 1.7101
12 N -1.1831 -0.4751 1.2554
13 Si 0.2820 2.9320 2.4148
14 C 1.5968 3.9774 1.6103
15 C -0.7815 4.1681 3.3530
16 C 1.1302 1.8665 3.7038
17 H -4.2369 3.5656 0.7835
18 H -3.0000 4.5999 1.5126
19 H -3.4259 3.0577 2.2682
20 H -3.6951 1.9028 -1.3764
21 H -3.6071 0.8265 0.0482
22 H -2.4273 0.6983 -1.2682
23 H -1.6398 3.9822 -1.8511
24 H -0.1100 3.6855 -1.0180
25 H -1.2126 4.9402 -0.4142
26 H -2.1211 1.5711 3.7385
27 H -2.9989 -0.5776 4.6188
28 H -2.7102 -2.6643 3.2697
29 H -1.5163 -2.4974 1.0842
30 H 1.1798 4.6636 0.8641
31 H 2.3348 3.3527 1.1050
32 H 2.1036 4.5730 2.3790
33 H -1.1377 4.9596 2.6861
34 H -0.1698 4.6355 4.1352
35 H -1.6600 3.7246 3.8325
36 H 1.5779 0.9916 3.2235
37 H 0.4442 1.5136 4.4810
38 H 1.9365 2.4279 4.1912
39 S 0.7976 1.4334 -5.7161
40 Sb -0.4924 1.4391 -3.8559
41 S 2.0048 1.7762 -0.9418
42 S -0.2371 -0.7925 -1.9088
43 S -2.5604 2.2873 -4.2961
44 F 0.5941 -6.8557 1.0542
45 C 1.6522 -6.1012 0.7142
46 C 2.8200 -6.2765 1.4292
47 F 2.8101 -7.2093 2.3965
48 C 3.9504 -5.4680 1.2657
49 C 3.8266 -4.5668 0.2062
50 C 2.6605 -4.3995 -0.5129
51 F 2.6559 -3.4787 -1.4901
52 C 1.5045 -5.1220 -0.2606
53 C 0.1986 -4.7618 -0.8737
54 C -0.1078 -3.4528 -1.0029
55 N -0.3021 -2.2911 -0.9108
56 C -0.7992 -5.7355 -1.1958
57 N -1.6037 -6.5215 -1.4534
58 F 4.8693 -3.7978 -0.1316
59 C 5.1123 -5.4967 2.1380
60 C 5.9291 -4.3445 2.2899
61 N 6.5758 -3.3978 2.4653
62 C 5.4441 -6.5991 2.9712
63 N 5.7546 -7.4919 3.6412
64 C 2.2090 -3.6664 2.3680
65 C 3.4593 -2.8252 2.2585
66 O 3.4944 -2.1713 0.9520
67 P 2.9994 -0.7120 0.7046
68 O 1.5026 -0.5813 1.0008
69 Te 3.4594 0.0101 -1.5480
70 O 3.7064 0.2106 1.7898
71 C 5.1384 0.4240 1.7712
72 C 5.4468 1.4486 2.8336
73 H 2.2302 -4.2253 3.3067
74 H 2.1561 -4.3744 1.5398
75 H 1.3169 -3.0363 2.3504
76 H 4.3635 -3.4268 2.2951
77 H 3.5040 -2.0691 3.0426
78 H 5.4263 0.7784 0.7830
79 H 5.6457 -0.5248 1.9580
80 H 4.8862 2.3655 2.6405
81 H 6.5149 1.6754 2.8310
82 H 5.1683 1.0748 3.8208

Cartesian forces, eV/Å:
0.187 0.416 0.159
-0.098 0.092 0.071
0.083 0.073 0.168
0.027 -0.204 -0.211
-0.015 0.073 -0.224
-0.369 -0.367 -0.096
0.046 0.036 -0.066
-0.002 0.065 -0.053
0.006 -0.024 -0.013
-0.027 0.019 0.023
0.042 0.163 -0.073
0.046 -0.079 0.188
0.162 -0.152 0.047
0.099 0.156 -0.231
-0.215 0.141 0.113
0.112 -0.150 0.134
0.076 0.017 0.037
-0.037 -0.069 0.020
-0.026 0.022 -0.092
0.034 -0.036 0.066
0.004 0.039 -0.044
-0.143 0.092 0.071
0.034 0.009 0.120
-0.065 0.048 -0.047
0.048 -0.079 -0.019
0.019 -0.058 0.005
-0.017 0.025 -0.018
0.001 0.038 -0.016
0.008 0.011 0.031
0.069 -0.066 0.082
0.015 0.080 0.057
-0.078 -0.027 -0.031
0.039 -0.038 0.095
-0.049 -0.044 -0.085
0.092 0.077 -0.022
0.018 0.026 0.068
0.067 0.020 -0.070
-0.094 -0.045 -0.019
0.034 -0.003 0.136
-0.181 0.246 -0.347
-0.190 -0.036 -0.093
0.017 -0.607 0.524
0.132 0.007 0.030
-0.059 0.010 0.056
0.041 -0.608 -0.269
0.226 -0.747 -0.321
-0.042 0.057 0.110
0.513 -0.696 -0.334
0.256 -0.598 -0.741
0.265 -0.206 -0.503
-0.006 0.108 0.048
-0.226 -0.172 -0.391
-0.094 -0.406 0.031
0.265 -0.025 0.179
-0.131 0.329 -0.415
0.283 0.181 0.062
0.036 0.048 -0.010
0.418 -0.366 -0.309
0.251 -0.071 0.135
0.602 -0.851 -0.035
0.156 -0.067 -0.037
-0.096 0.112 -0.204
-0.026 0.133 -0.066
-0.391 0.620 0.191
-0.594 0.118 0.360
-0.194 0.887 0.080
-0.273 -0.030 0.519
0.331 0.033 -0.163
0.016 -0.167 0.004
-0.036 0.012 -0.143
-0.053 -0.138 0.100
-0.064 0.043 0.056
0.019 0.030 0.033
-0.531 1.490 1.460
-0.039 0.078 0.120
-0.832 0.844 0.162
0.104 0.126 -0.029
-0.030 0.059 -0.122
-0.024 -0.053 0.039
0.054 -0.021 0.006
-0.043 -0.016 0.009
0.035 0.013 -0.044

Results
gap between HOMO and LUMO: 6.252 eV
ΔE to the lowest compared entry with this formula, charge and spin: 40.5 kcal per mole
total charge: -2
multiplicity: 1

Here are the Löwdin charges for atoms 1 to 6, given in e:
1 Al -0.385
2 C -0.176
3 Si 0.441
4 C -0.198
5 C -0.176
6 C -0.365


Record 2
A molecular structure, C28H32As2GeIrNO6S2, computed with ωB97M-V/def2-TZVPD.

Atoms and positions in Å:
1 Ir 0.9271 0.0630 0.7173
2 S 0.8671 2.2577 2.5501
3 C -0.4851 3.2790 2.1434
4 C -0.7227 4.3917 2.9609
5 C -1.7472 5.2715 2.6865
6 C -2.5557 5.0710 1.5770
7 C -2.3348 3.9678 0.7662
8 C -1.3273 3.0488 1.0416
9 As -1.0236 1.4282 -0.0733
10 C -2.5091 0.3440 0.6425
11 C -2.3826 -1.0424 0.5763
12 C -3.3370 -1.8664 1.1508
13 C -4.4332 -1.3171 1.7981
14 C -4.5922 0.0586 1.8306
15 C -3.6381 0.8824 1.2527
16 C -1.9190 2.0736 -1.6667
17 C -3.0710 1.4614 -2.1377
18 C -3.6963 1.9280 -3.2800
19 C -3.1615 3.0001 -3.9712
20 C -2.0112 3.6171 -3.5064
21 C -1.3935 3.1597 -2.3563
22 H -0.0710 4.5413 3.8072
23 H -1.9070 6.1270 3.3282
24 H -3.3492 5.7677 1.3443
25 H -2.9649 3.8159 -0.1057
26 H -1.5155 -1.4685 0.0857
27 H -3.2152 -2.9413 1.1192
28 H -5.1596 -1.9594 2.2776
29 H -5.4540 0.4897 2.3246
30 H -3.7640 1.9584 1.2844
31 H -3.4640 0.5924 -1.6221
32 H -4.5911 1.4401 -3.6440
33 H -3.6359 3.3481 -4.8798
34 H -1.5939 4.4514 -4.0570
35 H -0.4736 3.6145 -2.0029
36 O 3.8487 -2.4916 -1.0230
37 As 2.3092 -1.5401 -1.1362
38 O 2.7725 -0.0339 -0.6852
39 O 1.3421 -2.2561 -0.0226
40 C 2.1305 -1.7620 -3.0345
41 C 2.8786 -2.6901 -3.7416
42 C 2.8444 -2.6690 -5.1267
43 C 2.0894 -1.7177 -5.7969
44 C 1.3230 -0.8125 -5.0815
45 C 1.3578 -0.8396 -3.6981
46 S 0.2505 0.2045 -2.7359
47 O 0.9116 1.4271 -2.3384
48 O -0.8675 0.3939 -3.6370
49 O -0.1178 -0.6259 -1.5718
50 H 4.1272 -2.3400 -0.1172
51 H 3.4733 -3.4153 -3.2007
52 H 3.4070 -3.3972 -5.6951
53 H 2.1044 -1.6846 -6.8798
54 H 0.6958 -0.0889 -5.5817
55 N -0.3843 -0.8039 2.7560
56 H -0.1109 -1.7785 2.7371
57 H -1.3917 -0.7139 2.8233
58 H 0.0634 -0.3511 3.5448
59 C 2.5973 -2.7585 4.6662
60 Ge 3.0871 -2.3423 2.7379
61 C 2.6088 -4.0948 1.9109
62 C 5.1079 -2.3454 2.7262
63 C 2.4806 -0.5943 2.2176
64 H 3.2357 -3.5624 5.0167
65 H 1.5667 -3.0931 4.7443
66 H 2.7311 -1.9061 5.3223
67 H 3.0251 -4.8879 2.5307
68 H 3.0042 -4.1949 0.9064
69 H 1.5339 -4.2277 1.8476
70 H 5.4724 -3.3363 2.9793
71 H 5.4952 -1.6419 3.4558
72 H 5.5005 -2.0642 1.7515
73 H 3.2029 0.1814 2.4647

Cartesian forces, eV/Å:
3.045 -0.231 6.381
0.572 -1.789 -1.392
-0.228 -0.223 -0.437
0.082 -0.187 -0.055
-0.030 0.032 -0.042
-0.056 -0.030 -0.053
-0.159 -0.051 -0.175
0.392 -0.111 -0.034
-1.129 0.694 0.813
-0.084 -0.043 -0.021
0.066 0.031 -0.186
-0.025 -0.110 0.068
-0.068 -0.032 0.012
-0.079 0.003 0.094
0.175 0.182 -0.063
-0.253 0.146 -0.153
-0.028 -0.102 0.304
-0.079 -0.003 -0.099
-0.089 -0.010 -0.049
0.064 0.141 -0.011
0.157 0.057 0.162
0.064 0.110 0.149
-0.007 0.061 0.059
-0.042 0.018 -0.033
0.048 0.027 0.062
-0.009 -0.071 -0.011
0.026 -0.040 -0.063
-0.061 -0.036 -0.010
-0.009 0.041 -0.009
-0.018 -0.059 0.083
-0.040 0.077 -0.082
-0.015 -0.044 -0.007
-0.016 0.037 -0.022
0.057 0.002 0.046
-0.096 0.024 -0.090
-0.658 0.312 -0.343
1.790 -2.281 -1.015
-1.342 2.030 1.182
-1.393 0.778 0.826
0.121 0.109 0.296
0.121 -0.234 0.106
0.052 -0.112 -0.027
0.011 0.070 0.034
0.025 0.161 -0.152
-0.436 0.253 0.249
-0.984 0.529 -1.287
0.453 -0.159 -0.380
0.270 -0.261 -0.341
0.286 -0.763 -1.224
0.292 -0.063 0.283
0.032 0.059 -0.090
0.081 -0.033 0.031
-0.089 -0.025 0.023
-0.066 0.022 0.029
0.730 0.557 -1.240
-0.095 -0.074 -0.049
0.033 0.007 -0.134
0.097 0.158 -0.154
0.173 0.367 -0.687
0.518 -1.010 0.869
0.002 0.571 -0.029
-0.726 0.102 -0.040
-1.394 0.147 -1.983
0.156 -0.197 0.030
-0.201 -0.033 -0.050
0.029 0.216 0.107
0.087 0.036 0.183
0.029 0.035 -0.155
-0.167 0.031 -0.018
0.028 -0.194 0.014
0.035 0.173 0.121
0.052 0.021 -0.117
-0.077 0.184 -0.005

Results
gap between HOMO and LUMO (spin up / spin down): 6.643 / 6.509 eV
total charge: -1
⟨S²⟩: 0.77
multiplicity: 2

Here are the Löwdin charges for atoms 1 to 6, given in e:
1 Ir 0.924
2 S 0.589
3 C -0.724
4 C -0.151
5 C -0.109
6 C -0.106


Record 3
A molecular structure, C28H32AsI2N6O2W, computed with ωB97M-V/def2-TZVPD.

Atoms and positions in Å:
1 W 0.8462 -0.6406 -0.1334
2 O 1.7879 -2.1679 -1.2264
3 C 1.0561 -2.0105 -2.2699
4 C 1.0955 -2.5875 -3.6352
5 C -0.1507 -1.9351 -4.2699
6 C -0.8453 -1.1929 -3.1391
7 O -1.9499 -0.7568 -3.0614
8 N 0.0643 -1.1831 -2.0317
9 H 1.0488 -3.6780 -3.5860
10 H 2.0331 -2.3386 -4.1356
11 H -0.8432 -2.6482 -4.7128
12 H 0.1124 -1.2114 -5.0429
13 I 0.1970 -0.4605 2.4969
14 I 1.6323 1.7170 -1.0193
15 C 4.0515 -0.7432 -0.4084
16 N 5.3540 -0.9601 0.1147
17 C 5.4269 -2.2650 0.7742
18 N 4.4822 -2.3066 1.8921
19 C 3.1493 -2.1322 1.4189
20 N 2.9386 -0.7700 0.7055
21 C 3.4298 0.3089 1.7221
22 N 4.7501 0.0592 2.1837
23 C 5.6995 0.0892 1.0721
24 C 4.8177 -1.2462 2.8454
25 H 3.8117 -1.5264 -1.1181
26 H 4.0002 0.2355 -0.8789
27 H 6.4363 -2.4276 1.1465
28 H 5.1865 -3.0532 0.0594
29 H 2.4577 -2.1628 2.2595
30 H 2.9121 -2.9099 0.6929
31 H 2.7462 0.2983 2.5640
32 H 3.3834 1.2676 1.2085
33 H 6.7074 -0.0756 1.4475
34 H 5.6629 1.0629 0.5817
35 H 4.1185 -1.2702 3.6827
36 H 5.8240 -1.4076 3.2264
37 C -3.3443 3.7853 -3.3271
38 C -2.2080 4.1268 -2.6072
39 C -1.6417 3.2167 -1.7276
40 C -2.2151 1.9561 -1.5825
41 C -3.3608 1.6119 -2.2913
42 C -3.9212 2.5340 -3.1628
43 As -1.5249 0.7584 -0.2121
44 C -3.1013 -0.2031 0.3663
45 C -3.6897 -1.2933 -0.2172
46 C -4.8876 -1.7967 0.3260
47 C -5.4797 -1.2079 1.4455
48 C -4.8980 -0.1101 2.0357
49 C -3.6944 0.4193 1.5073
50 C -3.0177 1.5644 2.0072
51 C -3.4550 2.3504 3.1078
52 C -2.7274 3.4455 3.4904
53 C -1.5541 3.7838 2.7975
54 C -1.0950 3.0193 1.7109
55 C -1.8137 1.9269 1.3178
56 H -3.7851 4.4981 -4.0107
57 H -1.7639 5.1063 -2.7227
58 H -0.7728 3.5167 -1.1588
59 H -3.8197 0.6406 -2.1870
60 H -4.8122 2.2684 -3.7153
61 H -3.2802 -1.7447 -1.1122
62 H -5.3626 -2.6492 -0.1430
63 H -6.4012 -1.6125 1.8412
64 H -5.3645 0.3461 2.8979
65 H -4.3605 2.0925 3.6393
66 H -3.0514 4.0562 4.3218
67 H -0.9913 4.6557 3.1069
68 H -0.1810 3.3106 1.2094
69 N -0.3266 -2.5903 0.3330
70 H -0.5600 -3.1488 -0.4862
71 H -1.1952 -2.4114 0.8331
72 H 0.2269 -3.1929 0.9428

Cartesian forces, eV/Å:
0.217 0.243 0.550
0.066 0.033 -0.153
-0.032 0.020 -0.041
-0.026 -0.028 -0.035
0.012 -0.014 0.019
-0.022 -0.015 0.018
0.010 -0.024 -0.003
-0.152 -0.094 -0.189
-0.008 0.001 0.000
0.017 0.014 0.033
0.008 0.001 -0.014
-0.015 0.000 -0.006
-0.038 0.083 -0.270
-0.008 -0.251 0.077
0.002 -0.004 -0.022
0.014 -0.004 0.004
-0.011 0.003 -0.002
0.029 -0.019 0.017
-0.042 0.036 -0.035
0.143 -0.141 0.032
-0.008 0.004 -0.015
0.014 -0.005 0.012
-0.004 0.004 0.002
-0.009 0.005 -0.004
0.012 0.010 0.006
-0.012 0.008 0.010
0.000 0.000 0.002
-0.002 0.002 0.000
-0.001 -0.003 0.003
-0.004 -0.005 0.002
-0.007 0.005 0.000
-0.016 -0.004 -0.002
0.000 -0.002 0.001
-0.002 -0.001 0.000
-0.001 0.000 0.001
0.001 -0.001 -0.001
-0.002 -0.019 0.007
0.010 0.007 0.001
-0.008 0.032 -0.027
0.087 -0.064 0.018
-0.011 0.020 -0.010
-0.005 -0.003 -0.001
-0.367 0.252 0.031
0.052 -0.064 -0.031
-0.043 -0.007 0.031
0.019 0.003 -0.012
-0.009 -0.012 -0.002
0.023 0.021 0.006
-0.008 -0.009 -0.008
0.001 0.019 0.014
-0.005 0.011 0.012
0.005 -0.005 -0.006
-0.002 0.009 0.008
0.009 -0.006 -0.006
-0.001 -0.051 -0.009
0.000 0.001 -0.001
0.000 0.000 0.001
0.007 -0.018 0.010
0.003 -0.005 0.008
0.000 0.005 -0.002
0.017 0.011 -0.010
-0.012 0.000 0.011
-0.001 -0.003 -0.003
-0.002 -0.001 0.000
-0.001 -0.004 -0.005
-0.004 -0.002 0.001
0.004 -0.001 -0.005
-0.001 0.002 0.001
0.138 -0.024 -0.003
0.017 0.026 -0.015
-0.023 0.002 -0.018
-0.013 0.017 0.018

Results
gap between HOMO and LUMO (spin up / spin down): 5.132 / 4.366 eV
ΔE to the lowest compared entry with this formula, charge and spin: 0.0 kcal per mole
total charge: +3
⟨S²⟩: 2.06
multiplicity: 3

Here are the Löwdin charges for atoms 1 to 6, given in e:
1 W 0.905
2 O -0.145
3 C -0.460
4 C -0.012
5 C -0.016
6 C -0.392


What E_tot values result from the calculations? In sequence: -5249.259211, -9041.456697, -4462.546511 Ha.